Record 1
C42H119N7O21 | the ωB97M-V functional and the def2-TZVPD basis

Values from the calculation:
E_HOMO = -0.3235 Eh
DFT total energy = -3634.659254 Ha
orbital gap = 9.0 eV
energy relative to the best compared isomer or geometry (same formula, charge and spin) = 103.27 kJ/mol

Each line ends with the Löwdin charge.
Positions of all 189 atoms, in Å:
C  3.457  6.033  2.754  -0.25
C  3.687  4.544  2.593  -0.22
O  2.512  3.814  2.918  -0.10
O  3.147  6.333  4.104  -0.08
H  2.612  6.377  2.161  0.11
H  4.327  6.575  2.338  0.12
H  4.524  4.226  3.224  0.13
H  4.112  4.384  1.605  0.10
H  2.160  3.473  2.088  0.03
H  2.342  6.883  4.255  0.10
C  3.450  4.398  -2.501  -0.18
C  3.426  5.555  -1.430  -0.22
O  4.181  6.638  -2.007  -0.08
O  2.532  3.262  -2.343  -0.11
H  4.430  3.923  -2.503  0.12
H  3.197  4.930  -3.455  0.13
H  3.849  5.231  -0.489  0.09
H  2.370  5.952  -1.316  0.13
H  4.252  7.306  -1.320  0.08
H  1.656  3.651  -2.413  0.05
C  0.811  -4.200  2.692  -0.24
C  2.230  -4.691  2.822  -0.23
O  3.035  -4.447  1.664  -0.06
O  0.350  -4.806  1.484  -0.12
H  0.828  -3.111  2.527  0.10
H  0.082  -4.410  3.492  0.13
H  2.154  -5.709  3.197  0.12
H  2.564  -4.006  3.615  0.11
H  2.535  -4.838  0.923  0.08
H  -0.606  -4.608  1.274  0.07
C  -5.946  -1.698  -2.308  -0.20
C  -5.977  -2.521  -3.597  -0.24
O  -5.642  -3.864  -3.312  -0.07
O  -4.556  -1.765  -1.897  -0.09
H  -6.567  -2.221  -1.560  0.12
H  -6.268  -0.644  -2.395  0.12
H  -5.281  -2.206  -4.321  0.10
H  -6.997  -2.547  -3.976  0.12
H  -4.767  -3.784  -2.933  0.04
H  -4.470  -1.411  -1.009  0.05
C  0.515  4.620  5.881  -0.20
C  1.699  3.758  5.885  -0.20
O  1.546  2.528  5.075  -0.11
O  0.567  5.429  4.688  -0.09
H  0.448  5.373  6.660  0.13
H  -0.294  3.866  5.864  0.11
H  1.964  3.363  6.870  0.13
H  2.595  4.280  5.572  0.11
H  2.130  2.646  4.314  0.04
H  0.764  4.886  3.922  0.05
C  -3.633  1.277  0.060  -0.22
C  -4.564  2.113  0.929  -0.21
O  -5.944  1.709  0.813  -0.05
O  -3.501  -0.019  0.652  -0.08
H  -2.664  1.705  0.083  0.07
H  -3.938  1.095  -0.941  0.11
H  -4.521  3.146  0.545  0.11
H  -4.266  2.077  1.973  0.11
H  -6.051  0.818  1.128  0.07
H  -2.906  0.021  1.403  0.07
C  2.887  -0.509  4.392  -0.25
C  4.178  -1.314  4.390  -0.24
O  5.249  -0.412  4.720  -0.07
O  2.723  0.006  5.706  -0.08
H  2.007  -1.111  4.077  0.12
H  3.078  0.343  3.649  0.13
H  4.380  -1.683  3.393  0.08
H  4.055  -2.212  5.018  0.12
H  4.946  0.118  5.467  0.07
H  2.464  0.940  5.625  0.05
C  3.747  -6.210  -6.391  -0.06
C  2.425  -5.841  -5.642  -0.40
C  2.624  -5.338  -4.183  -0.20
O  1.325  -5.175  -3.709  -0.19
C  1.159  -4.272  -2.666  -0.12
N  1.714  -4.851  -6.439  0.04
H  4.179  -6.865  -5.644  0.06
H  4.386  -5.368  -6.652  0.07
H  3.554  -6.866  -7.249  0.07
H  1.871  -6.786  -5.605  0.14
H  3.155  -4.371  -4.150  0.12
H  3.163  -6.028  -3.548  0.12
H  1.789  -4.560  -1.814  0.09
H  0.113  -4.166  -2.386  0.08
H  1.449  -3.276  -3.003  0.06
H  2.252  -4.017  -6.687  0.08
H  0.866  -4.541  -5.982  0.05
C  0.129  -1.104  -4.082  -0.05
C  0.516  -0.422  -5.356  -0.43
C  -0.229  -0.904  -6.615  -0.27
O  0.100  -2.194  -6.839  -0.20
C  -0.536  -2.771  -7.933  -0.10
N  0.296  1.038  -5.218  0.04
H  0.823  -0.839  -3.294  0.06
H  0.108  -2.172  -4.226  0.06
H  -0.919  -0.900  -3.844  0.09
H  1.567  -0.633  -5.594  0.12
H  0.051  -0.259  -7.523  0.14
H  -1.299  -0.641  -6.526  0.13
H  -0.180  -3.816  -7.883  0.08
H  -0.132  -2.413  -8.890  0.09
H  -1.616  -2.572  -7.925  0.10
H  0.946  1.393  -4.519  0.06
H  0.586  1.548  -6.030  0.06
C  -3.493  4.554  5.547  -0.04
C  -4.471  3.495  4.940  -0.41
C  -3.784  2.092  5.167  -0.24
O  -2.449  1.951  4.771  -0.22
C  -1.727  1.082  5.686  -0.07
N  -5.786  3.594  5.556  0.03
H  -2.650  4.696  4.924  0.04
H  -3.061  4.206  6.463  0.07
H  -4.020  5.490  5.684  0.08
H  -4.567  3.726  3.851  0.12
H  -4.392  1.267  4.736  0.12
H  -3.877  1.921  6.247  0.11
H  -0.670  1.145  5.372  0.07
H  -2.123  0.071  5.539  0.09
H  -1.839  1.416  6.743  0.10
H  -5.684  3.548  6.572  0.08
H  -6.377  2.803  5.361  0.06
C  -2.991  -5.629  -1.798  -0.04
C  -2.938  -6.165  -0.386  -0.43
C  -3.400  -5.147  0.650  -0.19
O  -2.467  -4.073  0.744  -0.22
C  -2.851  -3.099  1.652  -0.11
N  -3.793  -7.351  -0.253  0.04
H  -2.487  -4.650  -1.850  0.08
H  -4.052  -5.576  -2.099  0.08
H  -2.442  -6.256  -2.496  0.08
H  -1.937  -6.441  -0.087  0.14
H  -3.511  -5.603  1.646  0.13
H  -4.393  -4.761  0.382  0.13
H  -2.932  -3.588  2.614  0.09
H  -3.823  -2.644  1.345  0.10
H  -2.145  -2.287  1.771  0.08
H  -4.762  -7.150  -0.457  0.07
H  -3.725  -7.732  0.669  0.06
C  -0.320  1.424  2.206  -0.03
C  0.816  1.196  1.201  -0.36
C  0.416  0.217  0.111  -0.20
O  0.317  -1.072  0.656  -0.20
C  0.031  -2.111  -0.256  -0.08
N  1.217  2.561  0.730  0.06
H  -0.104  2.038  3.060  0.06
H  -0.627  0.469  2.607  0.08
H  -1.123  1.942  1.667  0.06
H  1.720  0.843  1.729  0.13
H  1.099  0.195  -0.767  0.13
H  -0.577  0.504  -0.304  0.13
H  0.101  -3.013  0.316  0.06
H  0.718  -1.997  -1.109  0.07
H  -0.947  -1.945  -0.678  0.09
H  1.710  2.508  -0.170  0.07
H  0.365  3.050  0.447  0.06
C  4.738  -1.744  0.792  -0.05
C  3.955  -1.929  -0.543  -0.43
C  4.328  -0.739  -1.393  -0.20
O  3.672  -0.827  -2.664  -0.23
C  4.115  0.093  -3.624  -0.11
N  4.253  -3.246  -1.046  0.06
H  4.440  -2.516  1.524  0.05
H  4.547  -0.733  1.135  0.07
H  5.776  -2.039  0.714  0.08
H  2.881  -1.923  -0.275  0.13
H  5.410  -0.785  -1.668  0.13
H  4.116  0.246  -0.954  0.12
H  3.555  -0.197  -4.526  0.08
H  5.203  -0.072  -3.691  0.09
H  3.904  1.163  -3.386  0.08
H  3.851  -3.365  -1.999  0.06
H  5.256  -3.294  -1.138  0.07
C  -1.245  5.049  -2.804  -0.06
C  -1.819  4.133  -1.672  -0.43
C  -1.705  4.872  -0.318  -0.16
O  -1.893  3.962  0.795  -0.27
C  -2.113  4.621  2.051  -0.06
N  -3.159  3.861  -2.083  0.07
H  -0.200  5.294  -2.637  0.05
H  -1.789  5.979  -2.728  0.08
H  -1.230  4.639  -3.825  0.08
H  -1.216  3.225  -1.694  0.12
H  -2.457  5.681  -0.238  0.14
H  -0.686  5.266  -0.185  0.12
H  -1.117  4.884  2.460  0.09
H  -2.550  3.879  2.722  0.06
H  -2.781  5.458  1.864  0.10
H  -3.221  3.167  -2.777  0.07
H  -3.638  3.557  -1.252  0.04

=====

Record 2
C2H2ClIO2 | the ωB97M-V functional and the def2-TZVPD basis

Values from the calculation:
E_HOMO (alpha / beta) = -0.3414 / -0.3481 Eh
DFT total energy = -985.692163 Ha
orbital gap (alpha / beta) = 7.8 / 7.2 eV
energy relative to the best compared isomer or geometry (same formula, charge and spin) = 152.77 kJ/mol

Each line ends with the Löwdin charge.
Positions of all 8 atoms, in Å:
C  1.108  -0.042  1.016  -0.61
C  -1.401  0.080  -0.073  -0.54
O  0.905  1.056  1.187  0.18
O  1.304  -1.171  1.013  0.18
Cl  1.970  -0.091  -2.011  -0.26
I  -0.714  -0.147  -1.963  1.03
H  -1.158  1.057  0.422  0.00
H  -2.015  -0.743  0.409  0.02

=====

Record 3
C4H5NO | the ωB97M-V functional and the def2-TZVPD basis

Values from the calculation:
E_HOMO = -0.3422 Eh
DFT total energy = -285.307594 Ha
orbital gap = 10.4 eV
SMILES = O=CNC1C=C1
energy relative to the best compared isomer or geometry (same formula, charge and spin) = 280.91 kJ/mol

Each line ends with the Löwdin charge.
Positions of all 11 atoms, in Å:
C  0.355  0.305  -1.456  0.00
C  -0.135  1.160  -0.623  -0.03
O  -1.500  0.330  1.103  0.02
C  -0.859  -0.694  1.207  -0.32
N  0.427  -0.873  0.722  0.04
C  0.892  0.253  -0.076  -0.29
H  0.433  -1.684  0.110  0.13
H  0.490  0.060  -2.487  0.09
H  -0.682  2.058  -0.432  0.11
H  -1.288  -1.569  1.713  0.13
H  1.866  0.654  0.219  0.13